Record 1
ORCA calculation (the ωB97M-V functional and the def2-TZVPD basis) on a 2-piece molecular cluster, C2H6ClOPS overall.

Structure (XYZ):
```
12
Properties=species:S:1:pos:R:3:forces:R:3
C 1.26461 1.96708 0.16416 0.6 1.6 1.2
Cl -3.53104 0.10496 -1.62531 -1.0 0.3 -0.8
H 0.86924 -1.84733 -0.08381 0.5 0.3 -0.5
S -1.34427 -1.95173 -0.99597 0.4 0.2 1.1
H 0.02967 -2.89285 0.88191 -0.8 -0.7 0.9
H 2.07085 1.61966 0.90496 -0.7 0.7 -0.8
O 0.91120 0.90369 -0.54235 -1.1 -1.5 -0.4
H -0.21183 -1.04593 0.93874 -0.1 -0.4 0.7
H 1.58698 2.77651 -0.51981 0.3 0.0 0.7
P -2.01506 -0.07905 -0.35073 0.8 -0.4 0.3
C -0.08933 -1.96817 0.38065 0.4 0.8 -1.7
H 0.45897 2.41316 0.84757 0.6 -0.8 -0.7
```
Positions in Å, forces in eV/Å.

Results
ΔE to the lowest compared entry with this formula, charge and spin   4.156 eV
HOMO level (spin up / spin down)   -9.617 / -7.377 eV
Strongest force on any atom   2.0 eV/Å
Gap between HOMO and LUMO (spin up / spin down)   8.9 / 5.7 eV

Atomic partial charges in e from the natural (NBO) method, atoms 1 to 5: -0.31, -0.28, 0.23, -0.05, 0.23

=====

Record 2
ORCA calculation (the ωB97M-V functional and the def2-TZVPD basis) on C5H8O in the gas phase.

Structure (XYZ):
```
14
Properties=species:S:1:pos:R:3:forces:R:3
H 1.09883 0.02800 1.55099 0.0 0.4 -0.7
O -0.98281 1.80836 -0.33658 -0.2 -0.1 -0.5
C -1.05639 -0.68358 -0.20827 0.1 -0.2 0.2
H -1.67609 -1.33280 0.41312 0.0 0.1 0.1
C 1.25311 -0.33808 -0.58539 0.0 -1.0 2.1
C 0.30946 -1.27713 -0.51418 -0.4 -0.4 -0.3
H 0.56568 -2.30520 -0.28817 -0.4 -0.6 -1.4
H -0.42707 1.68569 -1.11789 -0.2 0.3 -0.1
H -1.60475 -0.52800 -1.15433 0.1 0.0 0.4
C -0.70317 0.67727 0.46245 0.4 -0.2 0.0
H 2.30086 -0.58050 -0.73758 -0.1 0.1 0.0
H -1.27067 0.83152 1.39427 0.5 -0.1 -0.3
C 0.82588 0.54877 0.59972 0.3 0.7 -0.1
H 1.36714 1.46567 0.52186 -0.1 1.1 0.6
```
Positions in Å, forces in eV/Å.

Results
ΔE to the lowest compared entry with this formula, charge and spin   2.422 eV
HOMO level   -8.767 eV
Strongest force on any atom   2.3 eV/Å
Gap between HOMO and LUMO   9.4 eV
Structure (SMILES)   OC1CC=CC1

Atomic partial charges in e from the natural (NBO) method, atoms 1 to 5: 0.20, -0.70, -0.49, 0.21, -0.27

=====

Record 3
ORCA calculation (the ωB97M-V functional and the def2-TZVPD basis) on C2H2FOP in the gas phase.

Structure (XYZ):
```
7
Properties=species:S:1:pos:R:3:forces:R:3
P -1.11124 -0.65802 -0.67078 -0.4 -0.5 0.1
H 0.85151 -0.87208 0.88594 -1.0 1.4 -1.8
O -0.15243 2.23304 -0.30710 -0.8 -9.2 0.9
H 1.62328 -0.04388 -0.40718 3.0 0.3 -2.1
C -0.24304 0.82292 -0.15339 0.3 9.7 -0.4
C 0.67993 -0.24247 -0.11147 -1.7 -2.0 4.0
F -1.64801 -1.23950 0.76399 0.6 0.4 -0.8
```
Positions in Å, forces in eV/Å.

Results
ΔE to the lowest compared entry with this formula, charge and spin   2.293 eV
HOMO level   -9.734 eV
Strongest force on any atom   9.7 eV/Å
Gap between HOMO and LUMO   8.5 eV
Structure (SMILES)   O=C1CP1F

Atomic partial charges in e from the natural (NBO) method, atoms 1 to 5: 1.11, 0.30, -0.50, 0.27, 0.19

=====

Record 4
ORCA calculation (the ωB97M-V functional and the def2-TZVPD basis) on C6H10O in the gas phase.

Structure (XYZ):
```
17
Properties=species:S:1:pos:R:3:forces:R:3
C -0.38614 1.03901 0.13513 0.0 0.0 0.0
H -2.43133 0.40637 0.46176 0.1 0.0 -0.1
H -0.51646 2.10633 -0.09371 0.0 -0.1 0.0
C 0.84578 0.55543 -0.62348 0.0 0.0 -0.2
C -1.62416 0.21936 -0.25744 0.0 0.0 0.0
C -0.71849 -1.87725 0.75362 -0.1 0.0 -0.1
H -1.33898 -1.76024 -1.24343 0.0 0.0 0.2
H -1.98644 0.54116 -1.23756 0.1 -0.1 0.1
H 2.50676 1.80369 -0.15714 0.0 -0.1 0.1
C -1.26093 -1.25078 -0.28539 0.1 -0.1 0.1
O 0.74464 0.03864 -1.71557 0.1 0.3 0.3
H 2.92486 0.10154 -0.45748 -0.1 0.1 0.1
H -0.59643 -1.37652 1.71379 0.0 -0.1 -0.1
H -0.20842 0.97926 1.21548 0.0 0.0 -0.2
H 2.18025 0.59695 1.09729 -0.1 0.0 -0.2
C 2.19903 0.76597 0.01589 0.1 0.0 0.0
H -0.33354 -2.88891 0.67823 -0.2 0.0 0.0
```
Positions in Å, forces in eV/Å.

Results
ΔE to the lowest compared entry with this formula, charge and spin   0.425 eV
HOMO level   -9.425 eV
Strongest force on any atom   0.4 eV/Å
Gap between HOMO and LUMO   10.4 eV
Structure (SMILES)   C=CCCC(C)=O

Atomic partial charges in e from the natural (NBO) method, atoms 1 to 5: -0.51, 0.22, 0.24, 0.62, -0.45

=====

Record 5
ORCA calculation (the ωB97M-V functional and the def2-TZVPD basis) on a 11-piece molecular cluster, C30H53Cl6N3O18 overall.

Structure (XYZ):
```
110
Properties=species:S:1:pos:R:3:forces:R:3
H 2.55617 -2.27427 -1.50994 -0.2 0.2 0.8
C -0.33055 0.10393 -1.58913 -0.1 -0.1 -0.4
O 3.04987 -6.07307 -1.40112 -0.7 -0.7 -0.9
H -3.65611 1.98852 2.59267 0.2 0.6 0.3
C 2.65082 2.92021 2.17405 -1.0 0.5 -0.7
C 1.24487 -0.80922 1.75274 -0.8 -0.2 -0.5
C 5.98892 1.77284 -1.89392 4.5 3.0 3.1
H 4.01115 0.67546 -3.34128 -0.6 -0.5 0.6
H 3.92734 1.68025 1.09436 0.1 0.1 -0.1
H -5.26062 -2.68237 -2.56242 0.0 -0.5 0.0
C 5.18550 -0.34818 -1.73186 -0.9 -0.4 -1.2
H 5.38909 -6.21685 -0.40917 0.1 0.0 0.1
H 0.60287 4.09792 -3.54760 0.0 0.3 0.0
H -0.53418 2.26594 8.79675 0.0 0.0 -0.2
H -3.56313 -1.77394 -1.19132 0.4 -0.5 -0.2
H 0.37064 -0.41604 2.27161 -0.1 -0.1 0.3
C -0.47389 2.51017 7.73618 0.3 0.2 -1.0
C 2.53948 5.61143 -1.91287 2.5 3.0 1.3
H 0.01275 -3.61543 -4.32784 0.1 0.1 -0.1
H -2.81965 0.85121 4.63629 0.0 0.0 -0.1
C 3.54702 -5.31117 -0.60087 -0.6 -1.8 -1.0
H -4.36995 3.34691 -2.67195 0.0 -0.3 0.3
H -3.71392 0.55838 -4.01142 -0.1 0.3 -0.2
C 0.82253 4.31979 -2.50327 -1.1 -0.4 -1.4
H 2.48275 2.24135 3.01011 0.4 0.3 0.2
C 1.17787 -0.19561 0.34944 1.4 0.8 1.4
H 4.33982 -6.60402 0.95408 -0.2 0.3 0.0
C -1.61376 -2.46033 -5.22561 1.8 0.2 -0.1
H -1.15079 -4.30985 4.53732 0.1 -0.1 -0.1
H 1.08849 -1.88207 1.64028 0.1 -0.2 0.3
H -2.83034 -2.87441 5.06526 -0.8 -0.2 0.1
C -3.02975 -3.30510 4.08401 1.1 0.4 0.8
H -1.31710 0.08513 4.02531 -0.1 0.0 0.1
H -4.06557 -3.56459 3.86527 0.1 -0.1 0.3
O -1.44262 1.73480 0.56208 0.2 0.0 -0.3
H -4.42713 -1.90568 0.25595 -0.4 -0.4 0.2
O -1.38240 3.64283 -4.91322 -1.8 -0.9 1.4
H -2.92953 0.36530 1.23812 0.6 -0.2 -0.4
H -3.29851 1.35782 -0.23556 0.1 -0.3 0.0
C -1.97888 -4.40838 3.83543 -1.2 0.7 1.1
H -3.35412 1.09096 -2.35222 -0.4 -0.3 0.0
O 5.66709 0.75304 -1.06655 0.6 1.5 3.0
H 2.09950 -3.69693 -2.24061 -0.5 -0.3 0.0
C 4.99074 0.27381 -3.08208 -1.6 -0.9 -2.6
C -5.54125 -2.30811 -1.57790 0.2 -0.5 -1.5
H 4.23578 -0.65947 -1.29685 0.1 -0.2 0.1
N 0.07111 -0.46033 -0.31892 -1.1 -0.8 -0.8
H -5.38476 2.41734 -3.82239 0.2 0.2 -0.2
C 1.91466 3.46451 -1.97101 -1.8 -2.1 0.3
Cl 5.28686 2.76813 2.65964 0.5 0.0 0.3
Cl -6.91348 -3.28819 -1.04372 -0.1 0.3 0.2
H -2.23005 -0.60926 5.39225 0.1 0.0 0.1
H 1.53504 2.94170 -1.09314 0.4 0.1 0.4
H 1.17927 -3.26906 -0.76421 0.1 0.2 0.0
H -0.17655 1.37997 5.43867 -0.1 -0.1 0.2
O 3.19969 6.61508 -1.69003 -0.8 -2.2 -0.4
C -1.28552 2.98320 1.04351 4.8 2.1 0.8
O -2.61602 -2.27796 3.16714 -1.0 0.1 0.0
H 2.18563 2.65842 -2.65284 0.7 0.3 -0.3
C -4.36667 2.67161 -3.52756 0.7 -1.1 -0.4
Cl 2.31335 4.64095 2.68939 0.4 -1.0 -0.1
H 0.53663 2.44002 7.33366 0.2 -0.6 0.3
O 2.87715 4.36021 -1.66148 3.8 -0.1 1.1
C -1.98666 -2.86725 2.17276 1.8 -0.5 -0.2
H -0.57706 -1.12400 0.08048 0.1 0.0 0.1
H -1.41951 0.12037 -1.63382 -0.1 0.4 0.3
Cl 1.00436 -1.48857 -4.52109 -0.6 -0.3 -0.4
C -2.29366 3.04553 -4.38042 0.1 1.4 -3.0
C -3.33136 2.44202 1.65620 -2.8 -2.1 -1.3
O -2.20006 1.92247 -3.71578 1.5 -0.8 0.6
H -4.17160 2.87570 1.11399 -0.4 0.2 0.6
H -2.47647 -5.36739 3.97970 0.4 -0.2 -0.6
H 2.13352 -0.58385 2.34232 0.1 0.1 -0.5
H -0.10300 -0.51561 -2.45659 0.6 0.0 0.2
C 4.64198 -5.80937 0.27192 0.8 0.8 0.2
O 1.35298 5.63894 -2.39880 -3.5 0.3 -1.1
O -2.35145 3.36186 1.72922 1.2 1.9 0.6
H 3.65770 -3.49585 0.17548 0.0 -0.1 0.0
C -4.32659 -2.38951 -0.71559 0.4 0.5 0.7
H 0.07650 1.10332 -1.74286 -0.1 -0.1 0.2
O -1.68429 -2.33956 1.14474 -0.2 0.0 -0.1
N 3.17999 -4.04476 -0.52494 -0.2 3.5 1.4
C -1.48107 1.68990 6.93770 -2.1 0.4 2.1
H -0.08259 4.10333 -1.93582 -0.2 1.0 0.1
H 4.23264 3.37805 0.67674 -0.5 0.1 0.1
C 2.15665 -3.25359 -1.24649 1.1 -1.6 -1.1
Cl -3.74857 -4.08558 -0.46388 -0.2 0.8 -0.3
Cl -2.32245 -1.76966 -3.76741 -0.3 0.0 0.3
O 2.06418 0.56386 -0.02422 0.1 0.0 -0.7
H 5.25732 -0.35305 -3.93300 0.2 -0.1 0.1
H -1.66084 -1.71847 -6.02281 -0.5 -0.1 0.1
C -2.80150 1.32315 0.73391 -0.1 0.8 0.4
O -0.23077 3.66199 1.02409 -4.0 -2.8 -0.7
H 5.90644 -1.16163 -1.81337 0.1 0.0 0.5
H 0.19871 -3.13293 -6.04411 0.3 0.0 0.2
O 6.65233 2.77794 -1.61996 -2.4 -2.4 0.3
C -1.91113 0.31472 4.90991 0.0 0.5 0.6
H 5.06660 -4.94261 0.77840 0.3 -0.4 0.5
O -3.64519 3.30805 -4.57291 0.7 1.2 -0.1
H -0.64770 3.57409 7.57504 -0.6 0.0 0.3
C -0.10637 -2.80737 -5.04961 -0.8 -0.3 0.0
H 1.89164 2.65492 1.43827 -0.2 0.4 0.0
C 3.95463 2.69849 1.48235 0.5 -0.3 0.3
O -2.64025 1.54171 7.36225 1.3 0.0 -0.6
N -1.08409 1.12820 5.80346 1.1 -0.6 -1.7
H -5.81697 -1.29674 -1.87657 -0.3 0.3 0.9
H -2.13844 -3.38813 -5.45365 0.0 0.2 -0.1
O 5.79290 1.40676 -3.08479 -0.2 -0.1 -3.7
C -3.46062 1.41540 -3.38735 -1.0 0.3 1.6
O -1.54491 -4.10407 2.53763 -0.3 -0.1 -1.2
```
Positions in Å, forces in eV/Å.

Results
ΔE to the lowest compared entry with this formula, charge and spin   1.037 eV
HOMO level   -9.766 eV
Strongest force on any atom   6.2 eV/Å
Gap between HOMO and LUMO   9.2 eV
Structure (SMILES)   O=C1OCCO1.O=C1OCCO1.O=C1OCCO1.O=C1OCCO1.O=C1OCCO1.CNC(C)=O.CNC(C)=O.CNC(C)=O.ClCCCl.ClCCCl.ClCCCl

Atomic partial charges in e from the Mulliken method, atoms 1 to 5: -0.01, 0.47, -0.66, 0.34, 0.48

=====

Record 6
ORCA calculation (the ωB97M-V functional and the def2-TZVPD basis) on C4H9N in the gas phase.

Structure (XYZ):
```
14
Properties=species:S:1:pos:R:3:forces:R:3
H 1.70818 1.04142 0.81245 0.2 -0.7 -0.7
H 2.22098 -0.71778 0.70785 -0.1 -0.3 0.7
C 1.50706 0.02675 0.39696 -2.5 1.1 -0.7
H -0.97185 1.53010 -0.51593 1.1 -1.0 -0.3
C -0.87584 0.44849 -0.82044 -1.5 1.8 -1.1
N -0.49171 -0.11637 1.87825 -0.7 1.1 -2.6
H 0.06643 -1.39879 0.30033 -1.9 0.2 -0.4
H -1.91702 0.10762 -0.68512 0.8 -0.9 0.1
H -0.69022 -0.70663 -2.54614 1.2 -0.4 0.9
H 0.11608 0.86077 -2.65375 1.2 -0.4 0.9
H 1.37493 -0.05340 -0.71404 1.5 0.6 0.4
H -1.43182 -0.51478 2.00179 0.5 -0.6 0.3
C -0.05840 -0.34369 0.62118 4.2 -2.1 4.0
C -0.13261 0.05231 -1.94163 -4.0 1.6 -1.3
```
Positions in Å, forces in eV/Å.

Results
ΔE to the lowest compared entry with this formula, charge and spin   5.701 eV
HOMO level   -8.190 eV
Strongest force on any atom   6.1 eV/Å
Gap between HOMO and LUMO   6.6 eV

Atomic partial charges in e from the natural (NBO) method, atoms 1 to 5: 0.22, 0.21, -0.62, 0.23, -0.44

=====

Which of these has the lowest ΔE to the lowest compared entry with this formula, charge and spin? C6H10O

=====

The highest ΔE to the lowest compared entry with this formula, charge and spin belongs to which entry? C4H9N

=====

What is the strongest force on any atom in the sixth record? 6.1 eV/Å